Record 1
C17H16N2O4 in the gas phase at a distorted geometry. Source: the OMol25 dataset; level of theory: ωB97M-V with the def2-TZVPD basis set.

- HOMO-LUMO gap: 8.44 eV
- Electronic energy: -29059.38694 eV
- Structure (SMILES): CCC(=O)Nc1ccc(C(=O)Nc2ccc3c(c2)OCO3)cc1
- Lowest unoccupied orbital energy: 0.5 eV

Atoms and positions in Å:
N1 -2.5314 -2.6012 0.0540
C1 -5.7674 2.2617 -0.1766
H1 -6.6696 2.4266 0.4342
N2 3.0634 0.5157 -0.5962
H2 6.9934 0.9273 0.1741
H3 -4.7410 -1.6301 -0.9947
C2 4.2611 0.6124 0.0633
C3 0.8781 -0.2452 -1.1903
C4 -2.7739 0.9120 1.2287
H4 6.2568 2.0295 1.3282
C5 -2.3101 -0.3873 1.0458
H5 -1.4081 -0.6953 1.5481
H6 -3.2466 -3.3122 -0.0429
O1 -1.0726 -4.2982 0.0887
C6 -0.1943 -1.0976 -1.0387
O2 4.6052 -0.1129 0.9642
O3 -5.7734 0.9418 -0.6798
C7 6.4369 1.8555 0.2709
C8 -1.2558 -3.0988 0.0424
H7 4.5515 2.6850 -0.3774
C9 1.0092 -2.2878 0.6629
H8 2.8933 1.1944 -1.3263
H9 -2.2431 1.6116 1.8512
H10 -5.7633 2.9751 -1.0162
C10 2.0799 -1.4266 0.5278
O4 -4.6168 2.4571 0.6164
H11 5.2940 1.5775 -1.5398
C11 5.1140 1.7527 -0.4758
H12 2.9634 -1.5525 1.1302
C12 2.0208 -0.3906 -0.4013
C13 -4.1932 -0.9317 -0.3840
H13 0.8358 0.5436 -1.9289
C14 -4.6445 0.3478 -0.1871
C15 -0.1445 -2.1214 -0.0962
H14 7.0363 2.6712 -0.1255
C16 -2.9891 -1.2939 0.2391
H15 -1.0668 -0.9765 -1.6632
H16 1.0552 -3.1014 1.3706
C17 -3.9428 1.2630 0.5999

***

Record 2
A 2-piece molecular cluster, C10H16 overall at a distorted geometry. Source: the OMol25 dataset; level of theory: ωB97M-V with the def2-TZVPD basis set.

- HOMO-LUMO gap: 9.94 eV
- Electronic energy: -10628.05514 eV
- Structure (SMILES): CCc1ccccc1.CC
- Lowest unoccupied orbital energy: 1.0 eV

Atoms and positions in Å:
H1 -1.3718 3.4721 -1.7323
H2 -1.8717 -2.5284 2.3269
H3 2.5254 -2.0702 1.4172
H4 -1.1437 -0.0125 0.2696
H5 -2.1268 -1.4477 1.0384
H6 -2.4230 -2.9965 0.7051
H7 2.7212 2.0515 -0.0244
H8 -3.2231 1.2517 -2.6087
H9 0.2407 2.1621 0.2687
C1 -1.6764 -2.4169 1.2399
H10 3.7971 -0.1843 0.6062
C2 -2.3358 1.8601 -2.7753
H11 -1.5990 1.0192 -2.6893
C3 -2.1853 2.7555 -1.5719
C4 0.7531 1.1696 0.2078
H12 -3.0721 3.4302 -1.4572
C5 2.0292 -1.1923 1.0107
C6 -0.1934 -2.4693 0.7328
H13 -2.3568 2.4194 -3.6845
H14 -1.9719 2.1843 -0.6408
C7 2.1533 1.1381 0.1949
C8 2.7079 -0.0809 0.5900
C9 0.0071 0.0255 0.5075
H15 0.2095 -3.0701 1.5918
C10 0.6380 -1.2116 0.6828
H16 -0.1646 -3.1534 -0.1303

***

Record 3
A 5-piece molecular cluster, C15H42BNO18PS4 overall at a distorted geometry. Source: the OMol25 dataset; level of theory: ωB97M-V with the def2-TZVPD basis set.

- HOMO-LUMO gap: 5.43 eV
- Electronic energy: -107882.22077 eV
- Total charge: -1
- Lowest unoccupied orbital energy: 1.5 eV

Atoms and positions in Å:
O1 -2.3701 -1.1272 -4.9827
P1 -1.9764 2.1481 -4.8836
H1 1.9468 1.9948 -2.4462
H2 10.9108 -0.6071 -2.3641
C1 -4.1905 -4.3182 7.1898
H3 0.9588 1.0950 -3.7876
H4 -3.6383 -4.6018 8.0928
S1 -4.8755 -0.1198 0.1372
B1 -0.3794 3.1768 -4.6445
C2 -5.1926 0.1836 2.7295
H5 1.9193 1.3813 3.4925
O2 0.4574 3.2446 -3.4307
H6 11.2176 0.0833 -3.9865
H7 -4.4427 4.5214 -3.9421
H8 4.3734 0.8101 3.5679
C3 -5.0372 -5.4937 6.7397
H9 -1.6861 2.3213 -6.3128
H10 -2.2473 -2.2153 3.3084
N1 -1.8367 -0.2575 -4.2915
H11 -1.5189 -3.6157 4.1473
O3 4.0857 0.2812 -0.3171
C4 3.0195 -2.0323 0.3150
C5 7.1668 0.7125 -1.4451
C6 0.8710 1.9149 -2.9570
O4 0.0457 4.0388 -5.8036
C7 6.0583 1.1449 -2.3863
H12 2.1805 2.2199 1.9661
S2 9.2538 0.9471 -3.0269
C8 -6.5232 -0.5177 2.9277
O5 -4.4123 -1.9538 5.2920
O6 8.6264 1.2720 -4.2897
H13 -3.3249 3.5970 -2.2898
H14 -1.6440 -2.0274 4.9828
O7 -1.2056 0.5827 -5.1523
C9 -4.0227 3.5041 -4.3966
H15 -4.8123 -3.4554 7.4493
H16 -5.6639 -5.2223 5.8851
C10 -2.1145 -2.7095 4.2731
H17 -3.5800 -0.7535 -1.7185
O8 -4.8992 1.3105 -0.0785
C11 3.8663 1.0285 2.6214
H18 0.1351 1.6152 -2.0691
H19 -2.5629 -0.1815 -0.3615
O9 -4.3079 -4.1014 3.9534
H20 -6.3782 -1.5959 3.0491
C12 -3.5752 2.7032 -3.0024
O10 -2.7333 3.7420 -5.0903
O11 -4.4385 -0.4152 1.6815
C13 -3.4262 -0.7886 -0.6380
H21 6.4069 1.9214 -3.0736
H22 -3.1981 1.3787 -5.1198
H23 -4.3446 1.9689 -2.5126
H24 -0.4324 4.9180 -5.5952
H25 -5.6943 -5.8296 7.5468
S3 -3.7216 -3.1559 4.8787
O12 8.2153 0.0503 -2.1435
C14 10.4583 -0.3235 -3.3155
O13 -2.3533 1.8972 -3.1809
H26 2.3583 -2.4647 1.0685
O14 9.8412 1.9591 -2.1762
H27 2.6460 -2.2648 -0.6844
H28 -4.4037 -6.3284 6.4232
C15 2.6670 1.9155 2.8975
O15 3.4739 -0.2202 2.0625
H29 -5.3299 1.2537 2.5445
H30 5.7184 0.3023 -2.9968
S4 3.0216 -0.2671 0.4952
H31 -4.8212 2.9194 -5.0573
H32 -7.1754 -0.3754 2.0609
H33 9.9667 -1.1777 -3.7851
H34 4.0392 -2.4027 0.4304
H35 -3.2969 -1.8233 -0.3146
H36 7.5579 1.5604 -0.8738
O16 -3.2246 -3.9642 6.2063
H37 2.9691 2.8205 3.4319
H38 4.5927 1.5306 1.9744
H39 6.7612 -0.0044 -0.7224
H40 5.2091 1.5463 -1.8263
H41 -7.0408 -0.1253 3.8075
O17 -5.9998 -0.9675 -0.1960
O18 1.6561 0.2005 0.3933
H42 -4.5993 0.0876 3.6457

***

Record 4
A 3-piece molecular cluster, C5H8F3NO2 overall at a distorted geometry. Source: the OMol25 dataset; level of theory: ωB97M-V with the def2-TZVPD basis set.

- HOMO-LUMO gap: 9.20 eV
- Electronic energy: -19050.01451 eV
- Lowest unoccupied orbital energy: 0.7 eV

Atoms and positions in Å:
H1 -0.8849 -0.7613 -2.4718
H2 0.5811 -1.3367 -3.0799
F1 -2.7756 1.0248 0.7119
C1 1.8223 -1.1186 3.3261
C2 0.0696 -1.0768 -2.1210
H3 0.0620 -1.9542 -1.4947
F2 -2.6252 0.9809 2.8572
H4 -0.9899 0.8247 1.7374
H5 1.2323 1.0058 -2.9607
F3 -2.3423 -0.8063 1.7444
C3 -2.1847 0.5051 1.7182
N1 0.6540 -0.0229 -1.3232
H6 1.3414 0.6602 0.5092
H7 -0.3617 1.4638 -2.3123
C4 0.6143 1.2079 -2.0630
H8 1.1047 1.9318 -1.4008
O1 0.7357 -1.4443 3.5017
C5 1.0457 -0.2851 -0.0406
O2 2.9010 -0.7988 3.1618

***

What is the HOMO-LUMO gap in the third record? 5.43 eV

***

What is the electronic energy in the fourth record? -19050.01451 eV

***

Look up the electronic energy of the fourth one. -19050.01451 eV